The following is a DFT calculation (ωB97M-V/def2-TZVPD) of a single C3H2N2OS2 molecule in a non-equilibrium geometry.

Last column: natural (NBO) charge in e.
Cartesian coordinates (Å):
C 0.066 -0.661 0.030  0.001
C -2.261 0.496 0.012  0.441
C 0.001 0.817 0.009  -0.030
H 1.217 -2.676 0.142  0.140
H -3.286 0.818 0.056  0.196
N -0.951 -1.459 -0.037  -0.110
N -1.275 1.328 0.044  -0.495
O -2.190 -0.824 -0.036  -0.299
S 1.663 -1.395 0.004  0.108
S 1.358 1.736 -0.020  0.048

## Properties
- charge = 0
- gap between HOMO and LUMO (eV) = 8.0
- LUMO (eV) = -1.16
- SMILES = S=c1nconc1S